Computed, not measured: a 9-piece molecular cluster, C13H44N2O9 overall in a non-equilibrium geometry, with ωB97M-V with the def2-TZVPD basis set.

The HOMO energy comes out at -8.90 eV. As for the net charge: 0. The SMILES is NC(N)=O.CCO.CCO.CCO.CCO.CO.CO.CO.CO. The value obtained for the maximum force is 6.5 eV/Å. The HOMO-LUMO gap comes out at 0.342 Eh. As for the energy relative to the best compared isomer or geometry (same formula, charge and spin): 359.8 kJ/mol.

Each atom is followed by the atoms it is bonded to, with distances in Å.
Geometry (Å):
1 C 8.083 17.104 -16.346  C2 1.570, H4 1.107, H5 1.072, H6 1.092
2 C 8.718 15.780 -16.901  C1 1.570, O3 1.413, H7 1.123, H8 1.110
3 O 7.678 14.868 -17.191  C2 1.413, H9 0.993
4 H 7.419 17.437 -17.167  C1 1.107
5 H 8.808 17.878 -16.192  C1 1.072
6 H 7.501 16.932 -15.438  C1 1.092
7 H 9.438 15.302 -16.184  C2 1.123
8 H 9.291 15.979 -17.831  C2 1.110
9 H 8.120 14.004 -17.403  O3 0.993
10 C 5.965 16.854 -10.881  C11 1.535, H13 1.110, H14 1.098, H15 1.142
11 C 6.467 16.086 -12.112  C10 1.535, O12 1.362, H16 1.084, H17 1.107
12 O 5.458 15.869 -13.001  C11 1.362, H18 0.961
13 H 6.770 16.874 -10.117  C10 1.110
14 H 5.004 16.486 -10.498  C10 1.098
15 H 5.752 17.927 -11.209  C10 1.142
16 H 6.970 15.141 -11.942  C11 1.084
17 H 7.223 16.683 -12.657  C11 1.107
18 H 5.300 16.648 -13.541  O12 0.961
19 C 13.916 17.032 -12.723  C20 1.488, H22 1.099, H23 1.092, H24 1.083
20 C 14.464 16.118 -13.762  C19 1.488, O21 1.383, H25 1.125, H26 1.085
21 O 13.843 14.882 -13.765  C20 1.383, H27 0.994
22 H 13.949 16.588 -11.718  C19 1.099
23 H 12.916 17.318 -13.055  C19 1.092
24 H 14.472 17.958 -12.802  C19 1.083
25 H 15.539 15.817 -13.622  C20 1.125
26 H 14.408 16.441 -14.796  C20 1.085
27 H 14.132 14.394 -12.949  O21 0.994
28 C 4.279 17.781 -15.641  C29 1.531, H31 1.050, H32 1.074, H33 1.093
29 C 5.221 18.802 -14.997  C28 1.531, O30 1.432, H34 1.098, H35 1.116
30 O 5.196 18.527 -13.592  C29 1.432, H36 0.977
31 H 4.622 16.805 -15.461  C28 1.050
32 H 4.025 17.677 -16.679  C28 1.074
33 H 3.312 17.789 -15.131  C28 1.093
34 H 4.936 19.844 -15.196  C29 1.098
35 H 6.278 18.635 -15.314  C29 1.116
36 H 5.575 19.256 -13.064  O30 0.977
37 C 10.778 18.206 -9.928  O38 1.329, N39 1.324, N40 1.280
38 O 9.478 18.049 -10.158  C37 1.329
39 N 11.243 18.300 -8.692  C37 1.324, H41 1.003, H42 1.006
40 N 11.646 18.241 -10.868  C37 1.280, H43 1.035, H44 1.009
41 H 10.652 18.367 -7.884  N39 1.003
42 H 12.127 18.729 -8.474  N39 1.006
43 H 11.290 18.352 -11.833  N40 1.035
44 H 12.643 18.318 -10.732  N40 1.009
45 C 5.771 21.542 -12.261  O46 1.384, H47 1.073, H48 1.097, H49 1.073
46 O 6.169 20.396 -11.595  C45 1.384, H50 0.922
47 H 5.179 21.274 -13.115  C45 1.073
48 H 6.622 22.011 -12.771  C45 1.097
49 H 5.175 22.132 -11.591  C45 1.073
50 H 6.795 20.724 -11.003  O46 0.922
51 C 9.245 19.143 -13.324  O52 1.408, H53 1.104, H54 1.105, H55 1.085
52 O 10.084 18.022 -13.175  C51 1.408, H56 0.981
53 H 9.851 20.048 -13.146  C51 1.104
54 H 8.476 19.038 -12.537  C51 1.105
55 H 8.822 19.234 -14.319  C51 1.085
56 H 9.550 17.203 -13.261  O52 0.981
57 C 8.417 20.590 -8.918  O58 1.415, H59 1.069, H60 1.072, H61 1.126
58 O 8.808 20.531 -10.277  C57 1.415, H62 0.943
59 H 8.947 19.922 -8.273  C57 1.069
60 H 7.360 20.478 -8.782  C57 1.072
61 H 8.777 21.559 -8.472  C57 1.126
62 H 9.092 19.648 -10.445  O58 0.943
63 C 10.416 14.656 -13.403  O64 1.424, H65 1.087, H66 1.112, H67 1.108
64 O 9.255 15.455 -13.606  C63 1.424, H68 0.941
65 H 10.272 13.587 -13.538  C63 1.087
66 H 10.669 14.765 -12.326  C63 1.112
67 H 11.224 15.156 -13.973  C63 1.108
68 H 8.622 14.898 -14.024  O64 0.941

Atomic partial charges in e from the natural (NBO) method, atoms 1 to 5: number 1, C, carries -0.637; number 2, C, carries -0.056; number 3, O, carries -0.726; number 4, H, carries 0.212; number 5, H, carries 0.214



Computed, not measured: a 10-piece molecular cluster, C13H44N7O12 overall in a non-equilibrium geometry, with ωB97M-V with the def2-TZVPD basis set.

The HOMO energy comes out at -7.48 eV. As for the net charge: -1. The value obtained for the maximum force is 3.2 eV/Å. The HOMO-LUMO gap comes out at 0.361 Eh. As for the energy relative to the best compared isomer or geometry (same formula, charge and spin): 0.0 kJ/mol.

Each atom is followed by the atoms it is bonded to, with distances in Å.
Geometry (Å):
1 N 0.185 0.406 -0.141  O2 1.255, O3 1.250, O4 1.248
2 O -0.530 1.394 -0.436  N1 1.255
3 O -0.118 -0.314 0.835  N1 1.250
4 O 1.158 0.080 -0.851  N1 1.248
5 C -2.024 -3.253 2.416  O6 1.413, H7 1.094, H8 1.091, H9 1.100
6 O -3.403 -3.089 2.679  C5 1.413, H10 0.976
7 H -1.393 -3.110 3.298  C5 1.094
8 H -1.746 -4.204 1.960  C5 1.091
9 H -1.700 -2.495 1.688  C5 1.100
10 H -3.435 -2.377 3.347  O6 0.976
11 C 0.543 3.184 2.222  O12 1.410, H13 1.095, H14 1.099, H15 1.089
12 O 0.834 4.270 3.073  C11 1.410, H16 0.960
13 H -0.474 3.269 1.826  C11 1.095
14 H 1.186 3.192 1.331  C11 1.099
15 H 0.753 2.203 2.645  C11 1.089
16 H 0.652 5.070 2.574  O12 0.960
17 C 3.915 -0.615 0.770  O18 1.424, H19 1.094, H20 1.093, H21 1.088
18 O 5.203 -0.050 0.545  C17 1.424, H22 0.958
19 H 3.155 0.141 0.984  C17 1.094
20 H 3.731 -1.106 -0.189  C17 1.093
21 H 4.005 -1.303 1.607  C17 1.088
22 H 5.141 0.725 -0.015  O18 0.958
23 C -0.376 2.291 -4.066  O24 1.427, H25 1.092, H26 1.091, H27 1.092
24 O -1.602 2.366 -3.340  C23 1.427, H28 0.965
25 H 0.243 3.160 -3.833  C23 1.092
26 H 0.085 1.315 -3.905  C23 1.091
27 H -0.733 2.397 -5.093  C23 1.092
28 H -1.406 2.159 -2.418  O24 0.965
29 C 1.598 -3.618 1.084  O30 1.245, N31 1.359, N32 1.341
30 O 2.347 -4.581 1.331  C29 1.245
31 N 1.052 -3.410 -0.143  C29 1.359, H33 0.999, H34 1.009
32 N 1.429 -2.611 1.954  C29 1.341, H35 1.001, H36 1.009
33 H 1.100 -4.101 -0.864  N31 0.999
34 H 0.567 -2.529 -0.220  N31 1.009
35 H 1.992 -2.555 2.780  N32 1.001
36 H 0.843 -1.828 1.707  N32 1.009
37 C 1.954 4.228 -1.463  O38 1.224, N39 1.376, N40 1.359
38 O 2.467 5.268 -1.855  C37 1.224
39 N 2.696 3.096 -1.220  C37 1.376, H41 1.006, H42 1.004
40 N 0.641 4.006 -1.189  C37 1.359, H43 1.010, H44 1.007
41 H 2.268 2.214 -0.997  N39 1.006
42 H 3.676 3.123 -1.436  N39 1.004
43 H 0.232 3.176 -0.783  N40 1.010
44 H 0.007 4.788 -1.184  N40 1.007
45 C 3.550 -1.282 -3.404  O46 1.235, N47 1.360, N48 1.360
46 O 4.258 -1.372 -4.411  C45 1.235
47 N 3.525 -0.197 -2.584  C45 1.360, H49 1.009, H50 1.006
48 N 2.640 -2.238 -3.077  C45 1.360, H51 1.008, H52 1.000
49 H 2.615 -0.026 -2.184  N47 1.009
50 H 4.034 0.599 -2.929  N47 1.006
51 H 2.067 -2.091 -2.260  N48 1.008
52 H 2.372 -2.960 -3.715  N48 1.000
53 C -1.157 -1.383 -2.874  C54 1.531, H57 1.097, H58 1.089, H59 1.090
54 C -2.326 -1.940 -2.057  C53 1.531, C55 1.491, O56 1.449, H60 1.097
55 C -2.887 -1.037 -1.011  C54 1.491, H61 1.097, H62 1.089, H63 1.094
56 O -3.370 -2.245 -3.014  C54 1.449, H64 0.963
57 H -0.458 -1.001 -2.120  C53 1.097
58 H -1.441 -0.567 -3.537  C53 1.089
59 H -0.571 -2.100 -3.450  C53 1.090
60 H -1.992 -2.902 -1.649  C54 1.097
61 H -3.738 -1.542 -0.537  C55 1.097
62 H -3.246 -0.057 -1.323  C55 1.089
63 H -2.170 -0.924 -0.192  C55 1.094
64 H -4.169 -2.371 -2.492  O56 0.963
65 C -3.182 0.756 2.197  C66 1.523, H69 1.085, H70 1.092, H71 1.100
66 C -2.713 0.071 3.474  C65 1.523, C67 1.508, O68 1.441, H72 1.091
67 C -2.207 1.018 4.533  C66 1.508, H73 1.094, H74 1.091, H75 1.093
68 O -3.763 -0.733 4.047  C66 1.441, H76 0.962
69 H -3.748 0.182 1.470  C65 1.085
70 H -2.339 1.285 1.745  C65 1.092
71 H -3.805 1.610 2.501  C65 1.100
72 H -1.864 -0.561 3.208  C66 1.091
73 H -1.432 1.684 4.140  C67 1.094
74 H -1.722 0.445 5.325  C67 1.091
75 H -2.947 1.679 4.989  C67 1.093
76 H -4.533 -0.173 4.181  O68 0.962

Atomic partial charges in e from the Mulliken method, atoms 1 to 5: number 1, N, carries 0.279; number 2, O, carries -0.592; number 3, O, carries -0.395; number 4, O, carries 0.060; number 5, C, carries -0.627



Computed, not measured: a 9-piece molecular cluster, C13H44N8O9 overall in a non-equilibrium geometry, with ωB97M-V with the def2-TZVPD basis set.

The HOMO energy (spin up / spin down) comes out at 0.14 / -7.13 eV. The expectation value of S² is 0.7503. Its spin multiplicity is 2. As for the net charge: -1. The value obtained for the maximum force is 6.7 eV/Å. The HOMO-LUMO gap (spin up / spin down) comes out at 0.080 / 0.346 Eh.

Each atom is followed by the atoms it is bonded to, with distances in Å.
Geometry (Å):
1 C 3.575 -0.868 -2.894  O2 1.334, H3 1.090, H4 1.090, H5 1.090
2 O 2.871 -1.478 -1.939  C1 1.334, H6 0.960
3 H 3.996 0.104 -2.639  C1 1.090
4 H 4.417 -1.554 -2.989  C1 1.090
5 H 3.065 -0.768 -3.853  C1 1.090
6 H 2.165 -0.888 -1.663  O2 0.960
7 C -2.956 1.479 -2.658  O8 1.236, N9 1.337, N10 1.320
8 O -2.869 1.435 -1.426  C7 1.236
9 N -1.988 1.142 -3.517  C7 1.337, H11 1.010, H12 1.010
10 N -4.092 1.911 -3.172  C7 1.320, H13 1.010, H14 1.010
11 H -1.971 1.614 -4.410  N9 1.010
12 H -1.196 0.731 -3.044  N9 1.010
13 H -4.170 2.139 -4.153  N10 1.010
14 H -4.843 2.128 -2.533  N10 1.010
15 C 4.075 3.068 0.876  O16 1.239, N17 1.325, N18 1.309
16 O 3.413 4.090 1.105  C15 1.239
17 N 4.047 2.346 -0.236  C15 1.325, H19 1.010, H20 1.010
18 N 5.066 2.617 1.603  C15 1.309, H21 1.010, H22 1.010
19 H 3.404 2.619 -0.965  N17 1.010
20 H 4.656 1.542 -0.187  N17 1.010
21 H 5.557 1.824 1.217  N18 1.010
22 H 5.361 3.181 2.388  N18 1.010
23 C 1.946 3.418 -3.627  O24 1.226, N25 1.272, N26 1.319
24 O 1.833 2.897 -2.522  C23 1.226
25 N 3.003 4.013 -4.011  C23 1.272, H27 1.010, H28 1.010
26 N 0.961 3.591 -4.487  C23 1.319, H29 1.010, H30 1.010
27 H 3.839 4.092 -3.449  N25 1.010
28 H 3.045 4.505 -4.892  N25 1.010
29 H 1.207 3.858 -5.430  N26 1.010
30 H 0.002 3.326 -4.315  N26 1.010
31 C -4.150 -2.067 3.252  O32 1.182, N33 1.309, N34 1.264
32 O -4.832 -3.032 3.273  C31 1.182
33 N -3.470 -1.762 2.176  C31 1.309, H35 1.010, H36 1.010
34 N -4.132 -1.057 4.011  C31 1.264, H37 1.010, H38 1.010
35 H -3.134 -0.817 2.056  N33 1.010
36 H -3.635 -2.376 1.392  N33 1.010
37 H -4.704 -1.123 4.841  N34 1.010
38 H -3.609 -0.243 3.718  N34 1.010
39 C 1.643 -1.450 2.785  C40 1.534, H42 1.090, H43 1.090, H44 1.090
40 C 2.263 -2.709 3.404  C39 1.534, O41 1.370, H45 1.090, H46 1.090
41 O 1.253 -3.624 3.545  C40 1.370, H47 0.960
42 H 1.227 -0.648 3.395  C39 1.090
43 H 0.902 -1.670 2.017  C39 1.090
44 H 2.415 -0.856 2.296  C39 1.090
45 H 2.634 -2.504 4.408  C40 1.090
46 H 3.020 -3.144 2.751  C40 1.090
47 H 1.540 -4.234 4.228  O41 0.960
48 C -0.343 -5.131 -1.101  C49 1.554, H51 1.090, H52 1.090, H53 1.090
49 C 0.197 -4.348 0.128  C48 1.554, O50 1.442, H54 1.090, H55 1.090
50 O 0.588 -5.239 1.192  C49 1.442, H56 0.960
51 H -0.704 -4.374 -1.797  C48 1.090
52 H -1.292 -5.662 -1.031  C48 1.090
53 H 0.418 -5.709 -1.624  C48 1.090
54 H -0.432 -3.551 0.524  C49 1.090
55 H 1.101 -3.834 -0.199  C49 1.090
56 H 0.348 -4.783 2.002  O50 0.960
57 C -4.349 2.029 1.886  C58 1.527, H60 1.090, H61 1.090, H62 1.090
58 C -2.838 1.875 2.045  C57 1.527, O59 1.405, H63 1.090, H64 1.090
59 O -2.721 1.329 3.334  C58 1.405, H65 0.960
60 H -4.526 2.430 0.888  C57 1.090
61 H -4.857 2.564 2.688  C57 1.090
62 H -4.912 1.109 1.733  C57 1.090
63 H -2.359 2.849 1.939  C58 1.090
64 H -2.471 1.211 1.263  C58 1.090
65 H -3.208 1.851 3.976  O59 0.960
66 C -0.484 -0.742 -0.080  C67 1.505, H69 1.090, H70 1.090, H71 1.090
67 C 0.100 0.618 -0.353  C66 1.505, O68 1.387, H72 1.090, H73 1.090
68 O 0.924 0.514 -1.464  C67 1.387, H74 0.960
69 H -1.216 -0.764 0.727  C66 1.090
70 H 0.279 -1.519 -0.024  C66 1.090
71 H -1.095 -1.105 -0.906  C66 1.090
72 H 0.626 0.886 0.564  C67 1.090
73 H -0.727 1.327 -0.380  C67 1.090
74 H 1.302 1.375 -1.656  O68 0.960

Atomic partial charges in e from the Mulliken method, atoms 1 to 5: number 1, C, carries -0.782; number 2, O, carries -0.455; number 3, H, carries 0.157; number 4, H, carries 0.322; number 5, H, carries 0.275